Entry from the Open Molecules 2025 dataset: C18H21N3O4 in the gas phase at a distorted geometry (the ωB97M-V functional and the def2-TZVPD basis).

```
46
Properties=species:S:1:pos:R:3:forces:R:3
O -2.60751 1.19856 -1.99761 -0.430 -0.184 0.845
O 3.65290 -0.24832 3.76099 0.252 0.470 -1.890
N -2.90853 5.82064 -4.38295 -0.292 0.224 -0.134
O 2.91002 -0.63161 1.65821 1.078 0.251 0.967
O -1.37509 -0.32426 -3.10627 0.272 0.825 -0.207
C -1.90739 0.90238 -2.93228 -0.358 0.894 -0.302
C 2.90149 -0.81152 2.99808 -0.032 -0.419 3.439
C -1.62639 5.46936 -4.44927 0.396 -0.151 0.297
C -3.82052 4.89761 -4.09715 1.186 -1.640 -0.352
C 0.57183 -0.27563 1.21172 -0.489 0.056 -1.184
C 1.97502 -1.55261 -0.29395 0.620 0.456 0.799
C -1.19590 4.16760 -4.23160 -0.227 -0.340 -0.285
C -0.45247 -0.36500 0.25511 0.593 -0.457 -0.356
C 0.96160 -1.61843 -1.21843 0.185 -0.530 -0.969
C 1.80610 -0.83145 0.90650 -1.093 -0.639 -1.323
C -3.48746 3.51984 -3.89446 -0.243 -0.460 0.662
C -2.10874 3.14088 -3.99277 -1.354 1.451 0.309
C -0.25700 -1.01436 -0.98119 -1.429 0.626 0.781
N -4.47422 2.54799 -3.57972 0.665 0.348 -0.236
N -1.64865 1.82026 -3.93537 1.569 -1.707 -0.318
C -1.44236 -1.16064 -1.93987 0.874 -1.727 -0.011
C 1.58587 -3.31257 5.72951 -0.199 -0.148 -0.921
C 3.69829 -3.61914 4.40284 -1.204 0.800 -0.282
C 1.97904 -1.82314 3.71411 -0.060 -0.967 -1.028
C 2.65100 -2.58655 4.90749 0.007 0.278 -0.601
H -0.85888 6.23412 -4.65136 -0.680 -0.211 0.072
H -4.87498 5.14634 -4.15025 0.052 0.299 0.247
H 0.35983 0.32337 2.07618 0.323 0.020 0.479
H 2.94295 -2.01252 -0.49159 -0.216 0.150 0.082
H -0.14433 3.91213 -4.30308 0.026 0.129 0.012
H -1.40832 0.08811 0.47787 -0.064 0.037 -0.079
H 1.13396 -2.16162 -2.16604 -0.148 0.322 0.616
H -5.43898 2.87306 -3.46198 0.906 -0.148 0.039
H -4.14050 1.82840 -2.91565 -0.605 0.845 -0.481
H -0.74556 1.66651 -4.40367 -0.843 0.012 0.129
H -2.38907 -1.06841 -1.42560 -0.105 0.420 0.054
H -1.41833 -2.20553 -2.33794 0.024 0.885 0.076
H 0.86789 -2.64880 6.19912 -0.329 0.233 -0.323
H 1.09440 -4.05535 5.07035 -0.116 0.363 0.459
H 2.00942 -3.84704 6.55445 0.570 -0.475 0.401
H 4.06672 -4.13315 5.27191 0.483 -0.344 0.210
H 4.50381 -3.13368 3.84675 -0.004 -0.149 0.116
H 3.17518 -4.34393 3.75270 0.344 0.182 0.186
H 1.04609 -1.34321 4.03420 0.271 0.096 -0.060
H 1.70132 -2.57805 2.96943 -0.335 -0.074 0.074
H 3.13642 -1.85064 5.54251 0.162 0.098 -0.007
```
Forces are in eV/Å.

Summary:
SMILES: CC(C)CC(=O)Oc1ccc(COC(=O)Nc2ccncc2N)cc1
Energy above the lowest of the compared OMol25 structures with the same formula, charge and spin: 186.6 kJ/mol
Orbital gap: 8.650 eV
Calculated total energy: -1163.7573 hartree
Total charge: 0

These are the natural (NBO) partial charges, in e, on atoms 1 to 4: number 1, O, carries -0.66; number 2, O, carries -0.56; number 3, N, carries -0.40; number 4, O, carries -0.48


Entry from the Open Molecules 2025 dataset: C18H21N3OS in the gas phase at a distorted geometry (the ωB97M-V functional and the def2-TZVPD basis).

```
44
Properties=species:S:1:pos:R:3:forces:R:3
O -3.12035 3.14565 -3.57509 -0.118 0.064 -0.146
C -2.25513 2.64186 -2.89798 0.271 0.039 0.025
N -2.59937 2.14845 -1.64990 -0.820 0.150 -0.013
C -1.82486 1.57556 -0.68552 -0.065 -0.436 1.085
N -0.56508 1.33856 -0.73312 0.095 0.276 -0.709
C -0.11206 0.76579 0.41793 -0.370 -0.273 0.825
C -1.04861 0.54502 1.37717 0.078 0.151 -0.378
S -2.60606 1.09243 0.83193 0.582 0.063 -0.432
C -0.74460 -0.06729 2.70693 -0.071 0.083 0.309
N 0.51421 -0.78851 2.67312 -0.101 -0.151 0.155
C 0.38879 -2.10793 2.06489 -0.096 0.021 0.028
C 1.67401 -2.88082 2.17911 -0.025 -0.058 -0.078
C 2.28898 -3.01526 3.41866 -0.012 -0.022 -0.026
C 3.46879 -3.72471 3.54280 0.000 0.007 0.093
C 4.04584 -4.31440 2.42958 0.089 -0.058 -0.060
C 3.43873 -4.18691 1.19301 0.107 -0.083 -0.043
C 2.26021 -3.47040 1.06864 -0.094 0.049 0.039
H 1.79056 -3.37464 0.09921 -0.061 0.039 -0.082
H 3.88370 -4.64414 0.32126 0.041 -0.035 -0.064
H 4.96599 -4.87150 2.52647 0.075 -0.040 0.007
H 3.93981 -3.82167 4.51009 0.034 -0.009 0.080
H 1.83464 -2.54799 4.27916 -0.041 0.066 0.108
H -0.39052 -2.64093 2.62180 -0.012 0.051 -0.121
H 0.07109 -2.06051 1.01100 0.008 -0.066 0.047
C 1.56020 0.02848 2.08164 0.226 0.109 -0.155
C 1.32004 0.38772 0.60455 -0.100 -0.086 0.194
H 1.96410 1.21569 0.30474 0.045 -0.019 -0.019
H 1.55967 -0.46159 -0.04152 0.053 0.006 -0.063
H 2.50807 -0.50283 2.18537 -0.003 0.133 0.026
H 1.61545 0.94716 2.67212 0.066 -0.007 -0.021
H -1.54450 -0.74425 3.01714 0.067 -0.001 0.051
H -0.66431 0.72156 3.46701 -0.086 -0.107 -0.023
H -3.58104 2.25838 -1.42025 0.188 0.048 -0.200
C -0.82589 2.47066 -3.30916 -0.022 0.310 -0.098
H -0.17294 2.82334 -2.51203 -0.022 -0.046 -0.069
C -0.47246 3.00131 -4.70680 -0.111 0.286 -0.118
H 0.22219 3.83744 -4.72842 -0.014 0.065 -0.004
H -1.36492 3.26235 -5.27166 0.010 0.024 -0.014
C 0.11065 1.63005 -5.07708 0.106 -0.092 -0.262
H -0.27365 1.18875 -5.99370 0.056 -0.017 -0.062
H 1.19796 1.62231 -5.11055 0.044 -0.035 -0.016
C -0.45317 1.04355 -3.77514 0.111 -0.284 0.162
H 0.25312 0.52783 -3.13081 -0.050 -0.044 0.030
H -1.32406 0.40952 -3.92960 -0.058 -0.069 0.010
```
Forces are in eV/Å.

Summary:
SMILES: O=C(Nc1nc2c(s1)CN(Cc1ccccc1)CC2)C1CCC1
Energy above the lowest of the compared OMol25 structures with the same formula, charge and spin: 162.1 kJ/mol
Orbital gap: 8.869 eV
Calculated total energy: -1336.2010 hartree
Total charge: 0

These are the natural (NBO) partial charges, in e, on atoms 1 to 4: number 1, O, carries -0.59; number 2, C, carries 0.71; number 3, N, carries -0.63; number 4, C, carries 0.28


Entry from the Open Molecules 2025 dataset: a molecular structure, C18H21N4OSSn at a distorted geometry (the ωB97M-V functional and the def2-TZVPD basis).

```
46
Properties=species:S:1:pos:R:3:forces:R:3
Sn -1.10754 -0.16048 -0.69655 0.729 0.991 0.341
C 0.74727 -2.43572 5.25728 0.010 0.575 -0.245
C 1.16357 -2.62017 3.79013 -1.879 0.423 0.308
N -0.01793 -2.64246 2.89549 0.858 -2.167 2.418
C -0.31671 -1.69270 2.01047 2.209 3.578 -0.898
S -1.74233 -2.02394 1.14228 -1.128 0.515 -1.661
N 0.51679 -0.65533 1.89331 -1.457 -1.557 -0.152
N 0.27270 0.23288 0.86254 -1.947 -1.649 -0.823
C 0.96114 1.39422 0.74400 0.414 2.956 -2.075
C 1.78307 1.83426 1.93863 0.653 -0.238 -0.516
C 0.65882 2.25869 -0.38385 1.115 -2.556 3.785
C 1.33987 3.46634 -0.68052 -0.062 1.224 0.395
C 0.68541 4.40236 -1.41785 2.151 1.146 1.145
C -0.57263 4.18451 -1.97502 -2.298 -0.918 -1.103
C -1.04615 2.87186 -1.95082 0.487 0.789 1.153
N -0.47179 1.94395 -1.13112 -1.050 -1.080 -1.574
H 1.63750 -2.43538 5.86708 0.406 -0.228 0.381
H 0.05713 -3.19679 5.64692 0.121 0.176 -0.275
H 0.32628 -1.43090 5.39002 -0.253 -0.303 -0.065
H 1.68403 -3.54935 3.69667 0.537 -0.628 -0.244
H 1.79559 -1.78647 3.51181 0.060 -0.044 -0.286
H -0.80778 -3.24424 3.15670 0.826 0.431 -0.148
H 1.62130 1.08992 2.73807 0.163 0.495 -0.329
H 1.42130 2.81836 2.26404 0.372 -0.065 0.091
H 2.88836 1.86652 1.71828 -0.937 0.142 0.294
H 2.27890 3.70372 -0.16306 -0.333 -0.186 -0.440
H 1.14433 5.39826 -1.52647 -0.128 -0.488 -0.065
H -1.16711 5.04256 -2.34261 0.444 -0.903 -0.262
H -1.91425 2.53406 -2.52648 0.125 0.181 0.303
C -4.08099 1.11061 -0.07760 -0.329 0.741 -0.521
C -3.31650 0.33726 -1.14162 0.746 -1.269 -0.158
O -3.80188 -0.16378 -2.13919 -0.119 0.823 0.787
H -4.48511 0.45309 0.68509 0.138 -0.446 0.026
H -4.93911 1.65933 -0.50663 0.337 -0.244 -0.037
H -3.42878 1.82294 0.43593 0.059 -0.112 -0.157
C 1.49575 -2.75489 -4.10588 -0.036 -0.487 0.253
C 2.17701 -1.97234 -3.20226 1.463 1.183 0.503
C 1.54329 -1.13296 -2.29329 -1.200 -0.039 0.875
C 0.12366 -1.10124 -2.28075 -0.396 0.176 -0.488
C -0.55531 -1.75867 -3.32200 0.053 -0.499 0.168
C 0.12355 -2.66682 -4.15337 -0.702 0.046 -0.002
H 2.03830 -3.49823 -4.67678 -0.058 0.100 -0.191
H 3.27474 -1.95054 -3.20055 -0.388 -0.262 -0.025
H 2.08472 -0.54573 -1.51954 -0.259 -0.569 -0.708
H -1.63792 -1.62524 -3.46804 0.455 -0.247 0.348
H -0.43454 -3.38132 -4.76289 0.031 0.494 -0.124
```
Forces are in eV/Å.

Summary:
Energy above the lowest of the compared OMol25 structures with the same formula, charge and spin: 50.6 kJ/mol
Orbital gap: 4.245 eV
Calculated total energy: -1605.2042 hartree
Total charge: -1

These are the natural (NBO) partial charges, in e, on atoms 1 to 4: number 1, Sn, carries 1.59; number 2, C, carries -0.61; number 3, C, carries -0.22; number 4, N, carries -0.62


Entry from the Open Molecules 2025 dataset: C18H21N7O in the gas phase at a distorted geometry (the ωB97M-V functional and the def2-TZVPD basis).

```
47
Properties=species:S:1:pos:R:3:forces:R:3
O -3.46647 1.07249 3.37959 -0.652 -1.740 -0.867
N 4.15244 2.95096 -1.20853 0.130 -0.419 -1.022
N -0.32257 2.63831 2.72204 0.714 -1.662 -4.763
N -1.08768 -1.93454 0.24709 -1.079 1.049 0.021
C -2.38645 1.58877 3.52021 0.679 2.423 0.355
C 3.70795 1.70748 -1.13007 2.197 -0.625 1.471
C 5.52222 2.85469 -1.25004 2.248 -0.305 1.159
C 6.00786 1.55427 -1.00128 -1.878 2.445 -0.978
C 0.62380 2.81361 1.72190 -0.777 -1.281 -0.933
C -1.30086 1.68661 2.35609 -0.342 0.321 2.525
C -2.26608 -1.24590 0.30057 -0.860 -2.596 -1.068
C -1.11116 -3.13939 -0.30879 -2.736 -1.747 -1.551
C -0.29160 1.00495 0.20676 -1.275 1.423 3.592
C -3.48284 -1.85395 -0.18090 2.372 1.774 1.551
C -2.26194 -3.75578 -0.97237 0.379 4.724 2.659
C -1.38320 0.84288 1.17631 4.834 3.014 -0.103
C 0.68452 2.01303 0.45306 -3.821 -0.626 2.662
C -3.47685 -3.03400 -0.87144 1.601 -1.301 0.359
N -2.21480 2.34610 4.70945 -2.418 -3.514 -1.493
N 4.79170 0.88701 -0.93713 0.754 -2.070 0.116
N -2.39615 0.02080 0.88680 1.134 -1.116 -1.508
N 1.50627 2.27647 -0.56762 1.362 1.084 -0.236
C 0.05204 -4.05591 -0.19894 0.122 0.370 0.959
C -4.73473 -3.39941 -1.53194 -1.604 -0.359 -1.485
C 1.94057 1.13857 -2.75145 0.337 1.366 0.093
C 2.27265 1.22914 -1.14609 0.995 0.712 -3.873
H 6.24545 3.69021 -1.29228 -1.121 -0.194 -0.171
H 7.05986 1.16910 -0.98109 -1.649 0.120 0.119
H 1.41821 3.59469 1.71493 -0.834 -0.472 0.865
H -0.39007 0.42393 -0.67701 0.397 -0.175 -0.734
H -4.39383 -1.35456 0.08499 -0.429 0.321 -0.379
H -2.13751 -4.69284 -1.37037 -0.034 -1.984 -1.096
H -1.48854 2.94689 4.73938 2.766 2.134 0.599
H -2.86109 2.14886 5.49666 0.888 0.428 -1.243
H 4.81060 -0.08990 -0.67249 -0.706 0.119 -0.278
H -2.99392 0.03779 1.62372 -3.050 -0.106 2.454
H 2.06200 3.12263 -0.52880 -0.089 0.084 0.258
H 0.50729 -3.77267 0.76328 0.142 -0.810 -0.220
H -0.27225 -5.11143 -0.30712 0.424 0.697 0.431
H 0.76352 -3.83298 -0.95955 0.748 0.085 -0.694
H -5.61615 -3.74028 -0.91005 1.414 -0.417 -0.320
H -4.49452 -4.10634 -2.43612 -1.030 1.503 1.606
H -5.13370 -2.38038 -1.77596 0.123 -1.112 -1.021
H 2.54611 2.03252 -3.23047 -1.332 -1.911 0.704
H 0.83508 1.31179 -2.97518 1.453 -0.361 0.495
H 2.27708 0.16337 -3.17829 -0.190 0.811 0.245
H 2.17775 0.23233 -0.75146 -0.308 -0.102 0.738
```
Forces are in eV/Å.

Summary:
SMILES: Cc1cc(C)nc(Nc2cc(N[C@@H](C)c3ncc[nH]3)cnc2C(N)=O)c1
Energy above the lowest of the compared OMol25 structures with the same formula, charge and spin: 298.2 kJ/mol
Orbital gap: 8.232 eV
Calculated total energy: -1156.9746 hartree
Total charge: 0

These are the natural (NBO) partial charges, in e, on atoms 1 to 4: number 1, O, carries -0.64; number 2, N, carries -0.51; number 3, N, carries -0.39; number 4, N, carries -0.49